Here is a molecular structure, C32H47LiN3O5S2Si from the Open Molecules 2025 dataset. Energies are from wB97M-V/def2-TZVPD.

Element x y z (Å)
Li1 0.4358 0.0664 0.2635
S1 0.3748 1.9693 3.9366
C1 -0.1616 0.4256 4.4450
C2 -0.4804 -0.4005 3.4086
C3 -0.3701 0.1782 2.1117
C4 0.0849 1.4588 2.2230
C5 0.3004 2.4068 1.1774
C6 0.9866 3.6207 1.3891
C7 1.1330 4.5048 0.3498
C8 0.5838 4.1940 -0.8907
C9 -0.0655 2.9782 -1.0175
N1 -0.2045 2.1071 -0.0335
H1 -0.2095 0.2089 5.4982
H2 -0.8092 -1.4140 3.5930
H3 1.4157 3.8352 2.3574
H4 1.6795 5.4283 0.4848
H5 0.6842 4.8718 -1.7263
H6 -0.5059 2.6892 -1.9645
C10 3.0754 -1.1962 4.4042
C11 3.3628 -1.8496 3.0437
C12 4.6729 -2.6462 3.1183
C13 2.2239 -2.7846 2.6424
O1 3.5021 -0.8143 2.1189
Si1 3.4180 -0.8892 0.4734
O2 2.0367 -0.4474 -0.0961
O3 3.8399 -2.4445 0.1064
C14 4.2257 -2.9614 -1.1286
C15 3.4277 -4.2571 -1.3553
C16 5.7282 -3.2892 -1.0634
C17 3.9630 -1.9771 -2.2637
O4 4.6787 0.0251 -0.0857
C18 5.2895 1.1272 0.5116
C19 6.4924 0.6385 1.3351
C20 4.3172 1.9088 1.3932
C21 5.7859 2.0266 -0.6316
H7 2.9508 -1.9549 5.1747
H8 2.1684 -0.6008 4.3410
H9 3.9005 -0.5414 4.6803
H10 4.5730 -3.4960 3.7899
H11 5.4806 -2.0072 3.4684
H12 4.9120 -2.9989 2.1208
H13 1.9540 -3.4556 3.4554
H14 2.5398 -3.3565 1.7780
H15 1.3658 -2.1898 2.3457
H16 3.5784 -4.9269 -0.5102
H17 3.7509 -4.7563 -2.2676
H18 2.3688 -4.0188 -1.4253
H19 5.9073 -4.0446 -0.3006
H20 6.2758 -2.3886 -0.7984
H21 6.0848 -3.6619 -2.0216
H22 2.9119 -1.7088 -2.2563
H23 4.2368 -2.4032 -3.2271
H24 4.5303 -1.0708 -2.0804
H25 6.1415 -0.0365 2.1094
H26 7.0227 1.4726 1.7920
H27 7.1762 0.0934 0.6859
H28 3.9500 1.2559 2.1772
H29 3.4646 2.2096 0.7892
H30 4.7946 2.7865 1.8281
H31 6.4286 1.4530 -1.2958
H32 6.3406 2.8793 -0.2454
H33 4.9331 2.3836 -1.2028
C22 -4.1044 5.3255 1.3161
C23 -2.6919 4.8118 1.5950
C24 -2.7068 3.4319 2.2411
N2 -3.2401 2.4828 1.2856
C25 -3.2982 1.1467 1.3743
S2 -3.5326 0.2577 0.0071
N3 -3.1780 0.4990 2.5888
C26 -3.7219 0.7078 3.8184
O5 -3.3773 0.0472 4.7765
C27 -4.7924 1.7372 3.9293
C28 -4.8021 2.5419 5.0647
C29 -5.7713 3.5143 5.2235
C30 -6.7605 3.6657 4.2643
C31 -6.7767 2.8377 3.1538
C32 -5.7942 1.8786 2.9783
H34 -4.0726 6.2754 0.7820
H35 -4.6459 5.4714 2.2506
H36 -4.6617 4.6138 0.7071
H37 -2.1678 5.5011 2.2607
H38 -2.1297 4.7509 0.6582
H39 -3.3290 3.4350 3.1405
H40 -1.6891 3.1493 2.5338
H41 -3.2467 2.7899 0.3214
H42 -2.4868 -0.2571 2.5583
H43 -4.0323 2.3963 5.8061
H44 -5.7551 4.1579 6.0915
H45 -7.5177 4.4299 4.3829
H46 -7.5581 2.9469 2.4157
H47 -5.8175 1.2337 2.1141

Summary:
Total charge = -1

Here is 2 unconnected molecules or ions with the total composition C32H48B2N5O7 from the Open Molecules 2025 dataset. Energies are from wB97M-V/def2-TZVPD.

Element x y z (Å)
C1 -6.0257 2.0192 -4.2479
C2 -4.5092 1.7157 -4.3580
C3 -3.7429 2.0550 -3.0828
C4 -4.0535 1.0977 -1.9331
C5 -3.4453 -0.2923 -2.1909
C6 -3.1715 -1.0690 -0.8943
C7 -2.2431 -2.2772 -1.1036
N1 -1.0131 -2.2993 -0.2899
C8 0.2186 -2.1764 -0.9251
N2 0.9058 -0.9663 -0.9184
C9 0.0536 0.2043 -0.9374
O1 -0.3891 0.5501 0.3482
C10 -0.6603 1.8811 0.5698
C11 -1.0018 2.7964 -0.4170
C12 -1.2414 4.1316 -0.0766
C13 -1.1514 4.5625 1.2405
C14 -0.8452 3.6299 2.2268
C15 -0.6020 2.2995 1.8979
C16 2.0680 -0.8456 -0.0621
C17 1.9666 -0.8768 1.3150
C18 3.0859 -0.7059 2.1085
C19 4.2921 -0.5025 1.4575
C20 4.2883 -0.4840 0.0703
N3 3.2171 -0.6370 -0.6956
N4 0.7093 -3.1660 -1.5936
C21 1.9951 -3.1333 -2.3012
B1 3.1489 -4.0151 -1.5969
O2 3.7376 -3.6508 -0.4352
O3 3.5782 -5.1762 -2.2167
B2 -0.0592 -4.4927 -1.7429
O4 -1.0443 -4.4834 -2.6866
C22 0.2468 -5.7741 -0.9240
C23 -1.0836 -6.4998 -0.5835
C24 -1.0448 -2.8794 1.0011
C25 0.0626 -3.4820 1.5904
C26 -0.1046 -3.9853 2.8645
C27 -1.3126 -3.8899 3.5309
N5 -2.3758 -3.3178 2.9707
C28 -2.2215 -2.8372 1.7458
H1 -6.2726 2.8555 -4.8899
H2 -6.2620 2.2763 -3.2205
H3 -6.5981 1.1469 -4.5384
H4 -4.0852 2.3105 -5.1643
H5 -4.3628 0.6712 -4.6242
H6 -3.9245 3.0906 -2.8055
H7 -2.6801 1.9508 -3.3144
H8 -5.1265 0.9763 -1.8120
H9 -3.6492 1.4744 -0.9938
H10 -2.5776 -0.2577 -2.8518
H11 -4.2026 -0.8752 -2.7151
H12 -2.8581 -0.4184 -0.0820
H13 -4.1399 -1.4679 -0.5940
H14 -2.7936 -3.2011 -0.9372
H15 -1.9651 -2.3080 -2.1539
H16 0.6118 1.0019 -1.4232
H17 -0.8064 -0.0034 -1.5772
H18 -1.0667 2.4723 -1.4435
H19 -1.4789 4.8061 -0.8838
H20 -1.3201 5.5997 1.4797
H21 -0.7872 3.8953 3.2708
H22 -0.3618 1.5841 2.6709
H23 0.9994 -1.0125 1.7715
H24 3.0227 -0.7289 3.1835
H25 5.2058 -0.3476 2.0045
H26 5.2301 -0.3309 -0.4382
H27 1.8326 -3.5928 -3.2784
H28 2.3374 -2.1180 -2.4876
H29 4.5729 -4.1325 -0.3658
H30 2.8886 -5.8409 -2.2967
H31 -0.6944 -4.1412 -3.5214
H32 0.7979 -6.4366 -1.6019
H33 0.8878 -5.6301 -0.0604
H34 -1.9180 -5.8070 -0.5412
H35 -1.3190 -7.1778 -1.3963
H36 -1.0235 -7.0669 0.3362
H37 1.0174 -3.5314 1.0933
H38 0.7298 -4.4645 3.3560
H39 -1.3987 -4.2833 4.5305
H40 -3.0910 -2.3797 1.2952
C29 2.4056 4.0204 3.7046
C30 2.3341 4.9858 2.5400
O5 2.7778 6.2931 2.9233
C31 4.1016 6.4501 2.9744
O6 4.9234 5.6120 2.7064
O7 4.3545 7.6966 3.3626
C32 5.7448 8.0009 3.5112
H41 1.8637 4.4180 4.5644
H42 1.9756 3.0556 3.4324
H43 3.4387 3.8629 4.0131
H44 1.3056 5.1060 2.2154
H45 2.9084 4.6274 1.6855
H46 6.2980 7.7456 2.6106
H47 6.1560 7.4696 4.3677
H48 5.8088 9.0708 3.6846

Summary:
Total charge = +1

| no. | molecular weight (g/mol) | frontier orbital gap (eV) | largest force on an atom (eV Å⁻¹) |
| --- | --- | --- | --- |
| 1 | 652.9 | 7.25 | 1.55 |
| 2 | 636.4 | 7.99 | 1.17 |